Model 1:
# C7H8N2

A cluster of 2 separate species, C7H8N2 in total (wB97M-V/def2-TZVPD, the Open Molecules 2025 dataset).

Values from the calculation:
**Charge**: 0

Each line ends with the natural charge from an NBO analysis.
Atoms and positions in Å:
C  2.83486  1.77550  0.67501  0.079
C  -1.96034  0.81758  1.00602  -0.219
C  -2.00945  1.49153  -0.27311  -0.277
C  -0.92999  -0.14436  1.00530  -0.062
C  -0.98052  1.01636  -0.88618  0.004
C  1.31806  -1.89087  -0.09032  -0.684
C  0.83298  -0.58915  -0.62215  0.380
N  2.19118  0.87807  0.27220  -0.773
N  -0.28508  0.04412  -0.18952  -0.397
H  -2.74560  0.97811  1.69230  0.226
H  -2.63406  2.32663  -0.68100  0.252
H  -0.39762  -0.77614  1.69360  0.234
H  -0.50515  1.33708  -1.87659  0.218
H  1.24496  -2.52592  -1.00119  0.244
H  0.51232  -2.38720  0.64522  0.229
H  2.26065  -2.03770  0.31699  0.280
H  1.25280  -0.31365  -1.68659  0.266



Model 2:
# C7H8N2

An isolated molecule of C7H8N2 (wB97M-V/def2-TZVPD, the Open Molecules 2025 dataset).

Values from the calculation:
**Charge**: 0
**SMILES string**: C#C/C=C/CNCC#N

Each line ends with the natural charge from an NBO analysis.
Atoms and positions in Å:
C  1.42580  -1.28973  -0.07422  0.244
C  1.55887  2.41858  -1.29727  -0.187
C  1.17812  1.92906  -0.24768  -0.037
C  0.32581  1.14501  0.59431  -0.274
C  -1.60424  -0.27872  1.04000  -0.244
C  0.11890  -1.23598  -0.84656  -0.324
C  -1.04077  0.92490  0.37751  -0.140
N  2.29804  -1.68116  0.55952  -0.339
N  -1.05274  -1.41006  0.08414  -0.647
H  2.17340  2.69079  -2.03952  0.219
H  0.18441  -0.08322  -1.19373  0.269
H  0.73662  0.56252  1.37291  0.233
H  -1.12663  -0.47774  2.10165  0.193
H  -2.66512  -0.23035  1.14463  0.214
H  0.16101  -1.99244  -1.56045  0.239
H  -1.49589  1.31565  -0.46342  0.207
H  -1.17559  -2.30710  0.44820  0.374



Model 3:
# C7H8N2

An isolated molecule of C7H8N2 (wB97M-V/def2-TZVPD, the Open Molecules 2025 dataset).

Values from the calculation:
**Charge**: 0
**SMILES string**: C=Cc1ncc2n1CC2

Each line ends with the natural charge from an NBO analysis.
Atoms and positions in Å:
C  1.77432  2.10897  -0.72945  -0.411
C  2.02340  0.90945  -0.14839  -0.202
C  1.12039  -0.21102  -0.06571  0.261
C  0.33621  -2.08881  0.81979  -0.129
C  -0.69443  -1.40744  0.31729  0.114
C  -2.15579  -0.95273  0.16592  -0.411
C  -1.56848  0.45924  -0.30977  -0.193
H  2.67607  2.79921  -0.63090  0.214
H  0.71393  2.44077  -1.00763  0.202
H  3.07355  0.78007  0.22840  0.231
H  0.48449  -3.07212  1.34566  0.225
H  -2.69249  -1.41690  -0.65417  0.226
H  -2.60967  -0.80629  1.13976  0.222
H  -1.90704  1.11741  0.44115  0.199
H  -1.80221  0.84017  -1.31419  0.206
N  1.44647  -1.27783  0.50354  -0.422
N  -0.21873  -0.22213  -0.10131  -0.329



Model 4:
# C7H8N2

An isolated molecule of C7H8N2 (wB97M-V/def2-TZVPD, the Open Molecules 2025 dataset).

Values from the calculation:
**Charge**: 0
**SMILES string**: C=C=C=N[C@H](C)C=C=N

Each line ends with the natural charge from an NBO analysis.
Atoms and positions in Å:
C  1.27554  0.76235  0.09807  0.341
C  3.69750  0.01998  -0.11082  -0.359
C  -0.97907  -0.58633  -0.89591  -0.495
C  -1.02939  0.90654  -0.48309  -0.063
C  2.49870  0.38714  0.01797  -0.181
C  -0.81121  -1.68457  -0.15875  0.449
C  -2.14346  1.04055  0.64748  -0.586
N  0.15833  1.25884  0.14693  -0.416
N  -0.60804  -2.62250  0.60583  -0.655
H  3.75955  -0.83305  -0.81838  0.218
H  4.57786  0.57044  0.40975  0.219
H  -1.14097  -0.96399  -1.95374  0.255
H  -1.03467  1.67708  -1.27898  0.237
H  -2.96889  0.68140  0.13960  0.206
H  -1.87464  0.37498  1.52006  0.214
H  -2.11888  2.13468  0.93952  0.220
H  -1.25826  -3.12354  1.17445  0.394



The least stable of them is model 4.